1.
A molecular structure, C13H3Cl5NO5SbSe4V at a distorted geometry, computed with wB97M-V/def2-TZVPD.

```
! wB97M-V def2-TZVPD RIJCOSX def2/J DEFGRID3
* xyz -2 4
V 0.226 0.643 0.553
O -5.096 2.425 -1.871
C -3.921 2.016 -1.317
C -3.321 2.730 -0.275
C -2.143 2.235 0.243
N -1.659 1.077 -0.186
C -2.097 0.508 -1.296
C -3.274 0.927 -1.890
C -1.042 -0.394 -1.939
O -1.304 -0.950 -2.993
O 0.071 -0.369 -1.301
C -1.095 3.077 0.989
O -1.409 3.983 1.726
O 0.076 2.714 0.557
H -5.429 3.173 -1.365
H -3.716 3.674 0.079
H -3.632 0.461 -2.796
Cl -0.643 -2.945 0.628
C 1.030 -2.551 0.907
C 1.394 -1.218 0.955
C 2.721 -0.971 1.236
Cl 3.182 0.726 1.292
C 3.678 -1.953 1.445
Cl 5.326 -1.549 1.780
C 3.279 -3.284 1.358
Cl 4.433 -4.546 1.605
C 1.945 -3.584 1.087
Cl 1.447 -5.239 1.019
Se 0.788 -0.196 6.489
Sb -0.504 -1.202 4.736
Se 1.328 -2.899 4.498
Se -2.750 -1.970 4.912
Se -0.529 0.465 2.790
*
```

Its maximum force is 1.6 eV/Å. The calculation puts the lowest unoccupied orbital energy (alpha / beta) at 3.767 / 3.477 eV. As for the expectation value of S²: 3.79. For the total energy, the calculation gives -14019.3415 hartree. The HOMO-LUMO gap (alpha / beta) comes out at 6.198 / 5.949 eV.

***

2.
A molecular structure, C13H3DyF5NO5S at a distorted geometry, computed with wB97M-V/def2-TZVPD.

```
! wB97M-V def2-TZVPD RIJCOSX def2/J DEFGRID3
* xyz 0 6
Dy -1.032 -1.456 -2.490
F -5.395 2.770 0.838
C -5.003 1.820 -0.004
C -3.658 1.558 -0.181
F -2.742 2.249 0.495
C -3.280 0.573 -1.069
F -1.933 0.340 -1.223
C -4.167 -0.207 -1.800
S -3.678 -1.458 -2.902
C -5.519 0.087 -1.588
F -6.448 -0.605 -2.242
C -5.933 1.075 -0.714
F -7.230 1.315 -0.546
O 2.821 -4.108 -3.465
C 2.346 -3.033 -3.255
C 2.799 -1.999 -2.209
O 3.765 -2.023 -1.510
C 1.595 -1.098 -2.182
C 1.032 -1.045 -3.514
O -0.001 -0.302 -3.784
C 1.030 -2.469 -3.704
O -0.102 -3.052 -3.807
O 0.849 -0.756 -1.222
C -1.284 -4.206 1.645
C -1.287 -3.448 0.420
N -1.291 -2.844 -0.552
H -0.397 -3.957 2.227
H -1.279 -5.271 1.419
H -2.175 -3.966 2.224
*
```

Its maximum force is 2.9 eV/Å. The calculation puts the lowest unoccupied orbital energy (alpha / beta) at -1.160 / -1.179 eV. As for the expectation value of S²: 9.33. For the total energy, the calculation gives -2710.7169 hartree. The HOMO-LUMO gap (alpha / beta) comes out at 7.368 / 7.354 eV.

***

3.
A molecular structure, C13H40F2InNO17S2Y at a distorted geometry, computed with wB97M-V/def2-TZVPD.

```
! wB97M-V def2-TZVPD RIJCOSX def2/J DEFGRID3
* xyz -1 1
In -0.576 -0.420 -0.213
Y 2.333 1.595 -3.206
O 1.902 1.234 -5.417
C 0.788 0.431 -5.550
C -0.192 0.109 -4.324
O 0.440 0.207 -3.049
H 1.308 -0.490 -5.815
H 0.322 0.738 -6.487
H -0.647 -0.879 -4.397
H -1.020 0.816 -4.370
O 1.870 1.599 -0.682
C 1.754 2.965 -0.287
C 2.415 4.039 -1.254
O 2.257 3.867 -2.650
H 2.023 3.146 0.754
H 0.691 3.203 -0.248
H 3.488 3.987 -1.075
H 2.161 5.056 -0.953
O 1.199 -0.759 2.321
C 0.535 -1.365 3.425
C 1.148 -1.087 4.858
O 2.529 -0.861 5.044
H 0.665 -2.435 3.265
H -0.543 -1.198 3.406
H 0.691 -1.829 5.514
H 0.572 -0.288 5.326
N -3.347 -0.784 0.402
S -4.812 -0.791 -0.454
O -5.427 0.491 -0.603
O -5.660 -1.958 -0.417
F -4.169 -0.961 -1.900
S -4.131 -0.825 1.683
O -4.818 -2.056 2.039
O -4.717 0.449 2.129
F -2.820 -0.929 2.586
C -1.829 -4.027 1.931
O -1.100 -3.397 0.916
H -1.955 -3.420 2.827
H -2.819 -4.299 1.565
H -1.325 -4.902 2.343
H -0.473 -4.072 0.644
C 2.187 -3.324 -1.276
O 1.909 -1.943 -1.159
H 1.459 -3.886 -0.692
H 2.103 -3.691 -2.299
H 3.163 -3.591 -0.871
H 2.655 -1.428 -1.475
C -2.116 -3.571 -2.208
O -1.310 -2.430 -2.401
H -1.680 -4.487 -2.605
H -2.233 -3.726 -1.135
H -3.101 -3.538 -2.673
H -1.386 -2.301 -3.350
C -2.072 2.798 -2.110
O -2.471 1.457 -1.616
H -1.618 2.807 -3.101
H -2.887 3.521 -2.118
H -1.280 3.267 -1.526
H -3.380 1.194 -1.782
C 5.202 0.435 0.290
O 3.946 0.504 0.905
H 5.338 -0.301 -0.502
H 5.532 1.366 -0.172
H 5.909 0.143 1.067
H 3.289 0.759 0.253
C -2.022 2.730 1.542
O -0.950 1.892 1.884
H -2.749 2.309 0.847
H -2.446 2.951 2.521
H -1.695 3.543 0.894
H -0.695 2.207 2.754
C 2.117 2.411 3.974
O 3.325 1.821 3.419
H 2.510 3.406 4.181
H 1.286 2.460 3.270
H 1.798 1.909 4.888
H 3.650 2.427 2.750
*
```

Its maximum force is 9.2 eV/Å. The calculation puts the lowest unoccupied orbital energy at -1.764 eV. For the total energy, the calculation gives -3077.3521 hartree. The HOMO-LUMO gap comes out at 3.953 eV.

***

4.
A molecular structure, C13H40O7 at a distorted geometry, computed with wB97M-V/def2-TZVPD.

```
! wB97M-V def2-TZVPD RIJCOSX def2/J DEFGRID3
* xyz 0 1
C -27.094 26.361 -4.489
O -27.329 26.048 -5.821
H -27.587 25.718 -3.760
H -26.014 26.440 -4.364
H -27.485 27.330 -4.181
H -27.431 26.774 -6.441
C -28.140 28.874 -2.572
O -27.288 28.383 -1.527
H -28.779 28.121 -3.034
H -28.740 29.647 -2.093
H -27.562 29.236 -3.422
H -27.347 28.991 -0.786
C -27.034 25.828 -1.459
O -27.874 26.521 -2.250
H -27.108 26.075 -0.400
H -27.059 24.747 -1.594
H -26.074 26.246 -1.763
H -27.662 27.447 -2.111
C -28.700 27.645 -7.772
O -27.345 27.728 -7.194
H -28.773 28.399 -8.556
H -28.949 26.772 -8.376
H -29.434 27.579 -6.969
H -27.153 28.600 -6.842
C -25.002 28.185 -5.905
C -24.329 28.287 -7.270
C -24.755 27.337 -8.355
O -24.442 29.614 -7.857
H -24.803 27.222 -5.436
H -26.024 28.561 -5.846
H -24.336 28.747 -5.250
H -23.267 28.057 -7.182
H -25.801 27.149 -8.109
H -24.328 26.335 -8.410
H -24.485 27.712 -9.341
H -25.349 29.714 -8.157
C -23.776 25.970 -4.026
C -23.076 24.902 -3.200
C -21.519 25.125 -3.231
O -23.635 24.958 -1.877
H -23.164 26.320 -4.857
H -23.890 26.897 -3.465
H -24.798 25.745 -4.332
H -23.270 23.941 -3.676
H -21.168 25.153 -4.263
H -20.864 24.348 -2.836
H -21.132 25.958 -2.645
H -23.640 25.888 -1.636
C -32.731 27.699 -4.740
C -31.329 27.060 -4.512
C -30.137 28.058 -4.601
O -31.313 26.637 -3.186
H -32.905 28.465 -3.985
H -33.445 26.878 -4.686
H -32.698 28.158 -5.728
H -31.190 26.186 -5.148
H -30.282 28.895 -3.918
H -29.958 28.527 -5.569
H -29.220 27.494 -4.432
H -31.957 25.930 -3.097
*
```

Its maximum force is 6.3 eV/Å. The calculation puts the lowest unoccupied orbital energy at 0.297 eV. For the total energy, the calculation gives -1045.6015 hartree. The HOMO-LUMO gap comes out at 8.420 eV.

***

5.
7 unconnected molecules or ions with the total composition C13H42N2O7 at a distorted geometry, computed with wB97M-V/def2-TZVPD.

```
! wB97M-V def2-TZVPD RIJCOSX def2/J DEFGRID3
* xyz 0 1
C 6.646 1.149 4.570
O 5.475 1.578 3.990
C 4.943 0.518 3.122
C 3.608 0.826 2.478
C 3.257 -0.017 1.178
N 3.480 2.283 2.305
H 6.669 0.179 5.067
H 6.874 1.860 5.363
H 7.406 1.292 3.801
H 5.742 0.440 2.384
H 4.937 -0.440 3.642
H 2.788 0.599 3.159
H 4.133 0.030 0.531
H 2.358 0.282 0.639
H 3.077 -1.052 1.470
H 4.209 2.716 2.854
H 3.895 2.370 1.388
C -1.958 -1.985 -0.726
O -1.854 -0.584 -0.850
C -1.387 0.019 0.323
C -1.238 1.468 -0.012
C 0.051 1.788 -0.877
N -0.989 2.261 1.201
H -0.966 -2.338 -1.006
H -2.620 -2.487 -1.432
H -2.317 -2.344 0.238
H -2.065 -0.122 1.165
H -0.411 -0.398 0.572
H -2.150 1.822 -0.491
H 0.198 2.852 -1.062
H -0.140 1.433 -1.890
H 0.937 1.281 -0.493
H -0.578 3.123 0.871
H -1.841 2.412 1.723
C -3.705 4.692 -1.558
O -3.411 4.791 -0.158
H -4.596 5.200 -1.927
H -2.840 4.970 -2.162
H -3.948 3.634 -1.650
H -3.381 5.715 0.099
C -4.160 0.369 -2.722
O -5.263 0.819 -3.462
H -4.518 -0.414 -2.055
H -3.310 -0.015 -3.287
H -3.849 1.240 -2.145
H -5.300 0.161 -4.160
C 0.590 -0.850 -3.604
O 0.668 -1.957 -4.396
H -0.456 -0.730 -3.325
H 1.057 -1.063 -2.642
H 0.886 0.072 -4.105
H 0.891 -2.700 -3.830
C -4.400 -3.856 2.324
O -5.735 -3.595 2.543
H -4.330 -4.056 1.255
H -3.806 -2.994 2.629
H -3.936 -4.740 2.762
H -5.955 -3.446 3.466
C 2.152 -3.778 -1.900
O 1.493 -4.364 -3.021
H 1.540 -2.959 -1.523
H 2.196 -4.547 -1.128
H 3.138 -3.397 -2.167
H 2.121 -5.014 -3.345
*
```

Its maximum force is 3.2 eV/Å. The calculation puts the lowest unoccupied orbital energy at 0.550 eV. For the total energy, the calculation gives -1156.4900 hartree. The HOMO-LUMO gap comes out at 9.504 eV.

***

6.
8 unconnected molecules or ions with the total composition C13H42N2O8 at a distorted geometry, computed with wB97M-V/def2-TZVPD.

```
! wB97M-V def2-TZVPD RIJCOSX def2/J DEFGRID3
* xyz 0 1
N -0.533 -1.895 2.003
C 0.503 -2.633 1.828
N 0.464 -3.379 0.768
O 1.554 -2.729 2.752
H -0.423 -1.478 2.937
H -1.010 -1.386 1.336
H 1.275 -4.013 0.667
H 0.080 -3.024 -0.131
C 2.240 3.151 -2.530
C 0.904 3.767 -2.005
O -0.082 4.062 -2.964
H 2.918 3.232 -1.729
H 2.766 3.631 -3.335
H 2.145 2.199 -3.022
H 1.151 4.616 -1.339
H 0.426 2.972 -1.404
H -0.968 4.035 -2.600
C -1.748 1.264 -2.496
C -3.122 1.534 -3.056
O -3.418 2.916 -3.030
H -0.941 1.251 -3.310
H -1.848 0.399 -2.043
H -1.488 2.024 -1.849
H -3.946 1.076 -2.444
H -3.228 1.113 -3.994
H -3.959 3.068 -3.830
C -3.255 0.940 1.948
C -3.374 0.308 0.603
O -2.112 -0.310 0.310
H -2.477 1.693 2.041
H -2.936 0.273 2.667
H -4.279 1.231 2.334
H -3.804 1.020 -0.072
H -4.197 -0.374 0.705
H -2.251 -1.136 -0.192
C 2.055 -1.502 -1.931
C 0.622 -1.711 -2.320
O 0.157 -3.027 -1.935
H 2.074 -1.644 -0.878
H 2.374 -0.470 -2.217
H 2.737 -2.192 -2.408
H 0.418 -1.592 -3.440
H 0.018 -0.881 -1.913
H 0.695 -3.665 -2.381
C 1.571 0.739 0.731
C 0.622 1.845 1.245
O 0.120 1.514 2.498
H 1.298 -0.279 0.894
H 2.486 0.790 1.320
H 1.937 0.951 -0.307
H -0.184 1.643 0.576
H 0.926 2.874 1.118
H -0.642 0.951 2.461
C 4.288 -2.485 1.207
O 4.442 -2.711 -0.215
H 5.155 -2.091 1.779
H 3.815 -3.425 1.596
H 3.456 -1.743 1.344
H 4.952 -1.937 -0.545
C -1.425 -1.589 4.823
O -0.476 -0.683 4.372
H -1.001 -2.496 4.531
H -2.305 -1.778 4.134
H -1.563 -1.676 5.865
H 0.331 -1.119 4.480
*
```

Its maximum force is 7.8 eV/Å. The calculation puts the lowest unoccupied orbital energy at 0.288 eV. For the total energy, the calculation gives -1231.7221 hartree. The HOMO-LUMO gap comes out at 9.235 eV.

***

7.
8 unconnected molecules or ions with the total composition C13H42N6O8 at a distorted geometry, computed with wB97M-V/def2-TZVPD.

```
! wB97M-V def2-TZVPD RIJCOSX def2/J DEFGRID3
* xyz 0 1
N 7.854 2.468 24.029
C 6.955 3.158 23.441
N 6.145 2.520 22.680
O 6.787 4.483 23.681
H 8.443 2.908 24.724
H 7.983 1.433 23.976
H 5.334 3.025 22.210
H 6.226 1.543 22.403
N 11.666 3.097 21.327
C 10.789 3.015 22.298
N 9.711 2.452 21.878
O 11.165 3.266 23.612
H 12.594 3.484 21.631
H 11.469 2.990 20.313
H 8.923 2.321 22.611
H 9.538 2.358 20.882
N 12.628 0.520 21.615
C 11.900 -0.518 21.829
N 10.625 -0.241 21.943
O 12.485 -1.804 21.743
H 13.688 0.353 21.651
H 12.310 1.547 21.585
H 9.987 -1.025 21.896
H 10.314 0.711 22.170
C 14.520 2.665 20.159
C 14.810 4.059 19.844
O 14.047 4.863 20.832
H 13.484 2.340 19.861
H 14.611 2.409 21.220
H 15.194 2.016 19.543
H 14.638 4.248 18.806
H 15.883 4.159 20.094
H 14.342 5.761 20.735
C 11.420 1.287 18.471
C 11.521 2.718 17.976
O 10.632 3.444 18.806
H 11.436 1.115 19.515
H 12.146 0.701 17.976
H 10.498 0.834 18.146
H 11.098 2.860 16.980
H 12.427 3.222 17.986
H 10.577 4.350 18.506
C 7.886 4.568 20.038
C 6.667 5.201 19.377
O 6.565 4.907 18.051
H 8.837 4.885 19.661
H 7.855 3.473 20.091
H 7.919 4.928 21.054
H 6.703 6.281 19.548
H 5.826 4.748 19.833
H 7.124 5.541 17.605
C 6.815 -0.056 20.576
C 7.855 -0.832 19.792
O 7.383 -1.948 19.105
H 6.251 -0.659 21.208
H 6.100 0.391 19.943
H 7.266 0.796 21.081
H 8.748 -1.123 20.317
H 8.245 -0.239 18.940
H 6.713 -1.617 18.549
C 9.579 7.680 22.020
C 10.241 6.330 22.154
O 10.771 6.013 20.882
H 10.301 8.351 21.635
H 9.346 8.038 23.021
H 8.676 7.694 21.395
H 9.475 5.636 22.559
H 11.041 6.355 22.899
H 11.196 5.178 20.938
*
```

Its maximum force is 9.7 eV/Å. The calculation puts the lowest unoccupied orbital energy at 0.129 eV. For the total energy, the calculation gives -1450.8476 hartree. The HOMO-LUMO gap comes out at 8.767 eV.

***

8.
8 unconnected molecules or ions with the total composition C13H42N6O8 at a distorted geometry, computed with wB97M-V/def2-TZVPD.

```
! wB97M-V def2-TZVPD RIJCOSX def2/J DEFGRID3
* xyz 0 1
N 4.859 -5.040 5.932
C 5.604 -5.325 6.985
N 6.249 -4.240 7.334
O 5.797 -6.400 7.493
H 4.704 -4.053 5.786
H 4.333 -5.760 5.457
H 6.990 -4.258 8.020
H 6.114 -3.420 6.761
N -6.636 1.560 -5.264
C -6.223 1.331 -4.082
N -7.108 1.669 -3.162
O -5.179 0.840 -3.816
H -6.050 1.396 -6.070
H -7.530 2.018 -5.375
H -8.087 1.555 -3.383
H -6.838 1.634 -2.189
N -1.005 -0.367 0.599
C -0.180 -1.329 0.749
N 0.074 -1.854 -0.443
O 0.303 -1.606 1.819
H -1.499 0.111 1.340
H -1.295 0.009 -0.292
H -0.243 -1.336 -1.250
H 0.796 -2.561 -0.422
C 6.482 -4.196 -1.156
C 6.220 -5.228 -2.358
O 4.792 -5.494 -2.501
H 6.213 -3.161 -1.369
H 7.524 -4.081 -0.856
H 5.972 -4.620 -0.291
H 6.725 -6.177 -2.174
H 6.675 -4.826 -3.263
H 4.788 -6.121 -3.228
C -3.283 7.735 -0.899
C -4.810 8.032 -0.615
O -4.890 9.412 -0.449
H -2.976 7.957 -1.921
H -3.062 6.668 -0.864
H -2.651 8.186 -0.134
H -5.243 7.634 0.303
H -5.392 7.609 -1.434
H -5.813 9.637 -0.309
C 4.283 2.766 4.581
C 5.455 1.860 4.493
O 4.872 0.598 4.591
H 3.574 2.504 5.367
H 3.693 2.764 3.665
H 4.673 3.772 4.733
H 6.074 1.978 5.382
H 5.981 1.974 3.545
H 3.977 0.564 4.246
C -8.036 0.311 3.957
C -8.133 1.737 3.293
O -6.809 1.907 2.772
H -9.001 -0.035 4.329
H -7.320 0.309 4.779
H -7.813 -0.541 3.315
H -8.181 2.552 4.015
H -8.970 1.977 2.637
H -6.504 2.683 3.249
C 1.707 -2.819 -7.971
C 3.149 -2.375 -7.562
O 3.847 -2.832 -8.655
H 0.931 -2.746 -7.210
H 1.643 -3.823 -8.391
H 1.327 -2.164 -8.756
H 3.491 -2.867 -6.651
H 3.251 -1.310 -7.350
H 3.619 -2.289 -9.413
*
```

Its maximum force is 7.6 eV/Å. The calculation puts the lowest unoccupied orbital energy at 0.280 eV. For the total energy, the calculation gives -1450.8821 hartree. The HOMO-LUMO gap comes out at 9.834 eV.

***

Question: What is the maximum force in the seventh record?
Answer: 9.7 eV/Å

***

Question: maximum force of number 4 (C13H40O7)?
Answer: 6.3 eV/Å

***

Copy entry 1 word for word.
A molecular structure, C13H3Cl5NO5SbSe4V at a distorted geometry, computed with wB97M-V/def2-TZVPD.

```
! wB97M-V def2-TZVPD RIJCOSX def2/J DEFGRID3
* xyz -2 4
V 0.226 0.643 0.553
O -5.096 2.425 -1.871
C -3.921 2.016 -1.317
C -3.321 2.730 -0.275
C -2.143 2.235 0.243
N -1.659 1.077 -0.186
C -2.097 0.508 -1.296
C -3.274 0.927 -1.890
C -1.042 -0.394 -1.939
O -1.304 -0.950 -2.993
O 0.071 -0.369 -1.301
C -1.095 3.077 0.989
O -1.409 3.983 1.726
O 0.076 2.714 0.557
H -5.429 3.173 -1.365
H -3.716 3.674 0.079
H -3.632 0.461 -2.796
Cl -0.643 -2.945 0.628
C 1.030 -2.551 0.907
C 1.394 -1.218 0.955
C 2.721 -0.971 1.236
Cl 3.182 0.726 1.292
C 3.678 -1.953 1.445
Cl 5.326 -1.549 1.780
C 3.279 -3.284 1.358
Cl 4.433 -4.546 1.605
C 1.945 -3.584 1.087
Cl 1.447 -5.239 1.019
Se 0.788 -0.196 6.489
Sb -0.504 -1.202 4.736
Se 1.328 -2.899 4.498
Se -2.750 -1.970 4.912
Se -0.529 0.465 2.790
*
```

Its maximum force is 1.6 eV/Å. The calculation puts the lowest unoccupied orbital energy (alpha / beta) at 3.767 / 3.477 eV. As for the expectation value of S²: 3.79. For the total energy, the calculation gives -14019.3415 hartree. The HOMO-LUMO gap (alpha / beta) comes out at 6.198 / 5.949 eV.